No. 1
# C3H8N5

A gas-phase ion, C3H8N5 (charge +1) in a non-equilibrium geometry (wB97M-V/def2-TZVPD, OMol25).

XYZ file:
```
16
Properties=species:S:1:pos:R:3:nbo_charge:R:1
H -0.52724 -1.12590 -1.86575 0.25
H 0.27146 1.09071 1.72113 0.24
H 0.39768 -2.01133 -0.75548 0.25
C 0.39892 -0.96726 -1.19119 -0.68
N -3.34568 -0.11733 -0.56248 -0.14
H 1.70010 0.26745 1.19302 0.26
H 1.23773 -0.76000 -1.91462 0.27
H 0.44596 -0.71586 1.58842 0.24
N -1.44287 0.20430 -0.09491 -0.08
C 0.12073 0.20863 -0.31272 -0.01
H 0.39584 1.23323 -0.75560 0.27
C 0.61486 0.25464 1.17335 -0.64
N -3.26226 -0.16591 0.72619 0.18
N -2.07416 -0.06104 1.06268 0.23
H -4.18886 -0.12873 -1.06382 0.46
N -2.20474 0.09864 -1.12007 -0.10
```

Output
- Total charge: +1
- Spin multiplicity: 3
- Gap between HOMO and LUMO (spin up / spin down): 6.7 / 4.8 eV
- HOMO energy (spin up / spin down): -11.9 / -15.8 eV
- Largest force on an atom: 8.2 eV/Å
- DFT total energy: -10675.084 eV

***

No. 2
# C3H8N5S

2 unconnected molecules or ions with the total composition C3H8N5S in a non-equilibrium geometry (wB97M-V/def2-TZVPD, OMol25).

XYZ file:
```
17
Properties=species:S:1:pos:R:3:nbo_charge:R:1
S 1.68706 -2.42467 -1.30165 -0.29
H -0.46882 1.44321 2.10720 0.26
H 1.72512 2.75833 -0.41090 0.41
N 0.00963 -0.23773 -1.41982 0.14
N 1.07905 2.59578 0.22297 -0.68
N -0.83532 -0.76046 -0.51820 -0.37
H -2.27821 -1.76061 0.93483 0.40
C -1.19304 -0.16590 0.71200 0.45
H 3.00743 -2.34916 -1.33806 0.16
H 1.88427 -2.75648 -2.52497 0.15
H -1.51019 -1.50791 -0.80419 0.42
H -2.70876 -0.45811 2.00909 0.43
N -2.05360 -0.89548 1.41357 -0.74
C -0.47061 0.99599 1.00742 -0.39
C 0.42111 1.50718 0.03355 0.43
N 0.59326 0.86676 -1.19139 -0.22
H 1.11162 3.14927 1.06854 0.43
```

Output
- Total charge: +1
- Gap between HOMO and LUMO: 8.2 eV
- HOMO energy: -12.5 eV
- Largest force on an atom: 5.6 eV/Å
- DFT total energy: -21517.926 eV

***

No. 3
# C3H8NO

2 unconnected molecules or ions with the total composition C3H8NO in a non-equilibrium geometry (wB97M-V/def2-TZVPD, OMol25).

XYZ file:
```
13
Properties=species:S:1:pos:R:3:nbo_charge:R:1
H -0.41004 -2.20921 1.13167 0.15
C -0.89083 1.40424 -0.82354 0.05
H 0.33884 -0.07454 0.66176 0.49
H 1.31385 -2.71314 1.31055 0.16
H 0.28085 1.82544 -2.61864 0.16
H -1.54947 2.34244 -0.97729 0.12
H 0.90250 0.48752 -1.81560 0.18
H -1.67892 0.65033 0.87126 0.33
N -0.98346 0.61270 0.25573 -0.94
O 1.04523 -0.70984 1.32063 -0.86
C 0.58142 -2.07665 0.82090 -0.28
H 0.47067 -2.07709 -0.19342 0.16
C 0.11843 1.19877 -1.78494 -0.72
```

Output
- Total charge: -1
- Gap between HOMO and LUMO: 6.6 eV
- HOMO energy: -2.1 eV
- Largest force on an atom: 5.3 eV/Å
- DFT total energy: -6776.266 eV

***

No. 4
# C3H8NO

2 unconnected molecules or ions with the total composition C3H8NO in a non-equilibrium geometry (wB97M-V/def2-TZVPD, OMol25).

XYZ file:
```
13
Properties=species:S:1:pos:R:3:nbo_charge:R:1
C -1.33336 -1.60621 2.17168 -0.20
C 0.02150 0.37538 -0.50731 -0.03
H 2.40438 1.42982 -1.37522 0.20
H -2.11569 -0.78707 2.36822 0.07
N 0.44222 0.22435 -1.78020 -0.53
H 1.67001 1.27308 -3.21425 0.19
H -0.33236 1.41310 -0.39787 0.10
O -0.08988 -1.06279 2.02391 -0.96
H -1.33344 -2.31764 3.13481 0.07
H 1.00595 2.34233 -2.06892 0.16
H 0.10385 -0.41604 0.32111 0.30
C 1.49291 1.35880 -2.10256 -0.47
H -1.93610 -2.22711 1.42661 0.08
```

Output
- Total charge: -1
- Gap between HOMO and LUMO: 6.4 eV
- HOMO energy: -2.6 eV
- Largest force on an atom: 4.5 eV/Å
- DFT total energy: -6774.435 eV

***

No. 5
# C3H8NO

2 unconnected molecules or ions with the total composition C3H8NO in a non-equilibrium geometry (wB97M-V/def2-TZVPD, OMol25).

XYZ file:
```
13
Properties=species:S:1:pos:R:3:nbo_charge:R:1
C -0.88793 -0.66007 2.54977 -0.27
H 0.07167 0.04050 -3.05925 0.11
H 0.34598 2.30301 -1.76635 0.25
H 1.76713 1.60346 -2.30872 0.23
H -0.43395 -1.19543 0.65906 0.40
H 1.25696 1.41341 -0.51144 0.25
O -0.48811 -0.38948 -1.21452 -0.55
H 0.01322 -2.36730 1.75429 0.37
C 0.18554 0.25764 -1.98171 0.45
C 0.99152 1.43845 -1.55777 -0.73
H -0.87898 -0.92596 3.59724 0.16
H -1.76709 -0.13097 2.22113 0.15
N -0.17595 -1.38725 1.61826 -0.81
```

Output
- Spin multiplicity: 2
- Gap between HOMO and LUMO (spin up / spin down): 7.1 / 11.1 eV
- HOMO energy (spin up / spin down): -6.2 / -10.1 eV
- Largest force on an atom: 1.4 eV/Å
- DFT total energy: -6775.964 eV

***

No. 6
# C3H8NO

2 unconnected molecules or ions with the total composition C3H8NO in a non-equilibrium geometry (wB97M-V/def2-TZVPD, OMol25).

XYZ file:
```
13
Properties=species:S:1:pos:R:3:nbo_charge:R:1
H -0.53052 -3.30705 -1.35041 0.25
H -0.11644 2.69458 1.42195 0.45
H 2.28790 1.86623 0.16884 0.22
C -1.11025 -2.62146 -0.66689 -0.75
C 1.23688 1.90181 0.53085 0.11
O -0.21172 -0.52351 0.06174 -0.59
H 0.52652 0.96422 0.51259 0.30
C -0.61023 -1.21832 -0.80871 0.52
N 0.83755 2.91599 1.12940 -0.60
H 1.38603 3.84089 1.26723 0.47
H -0.80926 -0.76319 -1.86591 0.11
H -2.16044 -2.95925 -0.64928 0.28
H -0.72603 -2.79094 0.24861 0.23
```

Output
- Total charge: +1
- Gap between HOMO and LUMO: 9.1 eV
- HOMO energy: -13.9 eV
- Largest force on an atom: 5.7 eV/Å
- DFT total energy: -6769.368 eV

***

No. 7
# C3H8NO

2 unconnected molecules or ions with the total composition C3H8NO in a non-equilibrium geometry (wB97M-V/def2-TZVPD, OMol25).

XYZ file:
```
13
Properties=species:S:1:pos:R:3:nbo_charge:R:1
C -2.63717 -0.23083 -0.36109 0.10
O -0.80229 0.43220 0.87541 -0.36
H 0.96556 -0.14035 -1.04532 0.20
H 2.70309 -0.58056 1.24287 0.39
H -3.65604 0.00439 -0.62779 0.23
H 1.14771 -0.08415 1.22460 0.39
H 2.54904 -0.93502 -1.12069 0.23
H 2.39899 0.84009 -1.12548 0.24
C 1.99357 -0.10140 -0.70976 -0.43
H -2.12649 -1.08056 -0.81174 0.23
H -2.56566 1.35805 1.13307 0.19
C -1.98267 0.58737 0.61528 0.21
N 2.01236 -0.06922 0.71065 -0.63
```

Output
- Total charge: +1
- Gap between HOMO and LUMO: 3.5 eV
- HOMO energy: -12.9 eV
- Largest force on an atom: 1.1 eV/Å
- DFT total energy: -6765.956 eV

***

No. 8
# C3H8NO

A gas-phase ion, C3H8NO (charge +1) in a non-equilibrium geometry (wB97M-V/def2-TZVPD, OMol25).

XYZ file:
```
13
Properties=species:S:1:pos:R:3:nbo_charge:R:1
H -1.67880 1.21898 0.67743 0.44
C 0.01231 -0.17303 0.63738 0.44
O 0.75660 0.72983 1.35527 -0.68
H -0.23404 -1.65226 -0.85901 0.24
N -1.39626 0.21159 0.71877 -0.74
H 1.86452 0.49872 -1.61841 0.21
H -1.69485 0.11036 1.74781 0.46
H 1.38647 -1.39449 -0.25643 0.25
C 0.52878 -0.90577 -0.52946 -0.56
H 1.75625 0.42912 1.51121 0.54
C 0.76758 0.12879 -1.52018 -0.27
H 0.03417 0.91225 -1.94565 0.20
H -2.10273 -0.11409 0.08127 0.46
```

Output
- Total charge: +1
- Gap between HOMO and LUMO (spin up / spin down): 8.4 / 8.6 eV
- HOMO energy (spin up / spin down): -12.7 / -12.7 eV
- Largest force on an atom: 4.1 eV/Å
- DFT total energy: -6767.047 eV

***

No. 9
# C3H8NO

2 unconnected molecules or ions with the total composition C3H8NO in a non-equilibrium geometry (wB97M-V/def2-TZVPD, OMol25).

XYZ file:
```
13
Properties=species:S:1:pos:R:3:nbo_charge:R:1
H 3.80687 0.45243 -0.48514 0.33
H -1.90672 -2.00032 -0.36931 0.44
C 2.95903 0.90383 0.04287 -0.67
H 1.70911 1.07367 -1.79372 0.33
H -1.55280 -0.08017 0.81842 0.22
C -2.58166 -0.42166 0.72511 0.17
C 1.67120 0.77720 -0.72814 0.48
H -3.57765 -1.89382 -0.18469 0.46
O 0.69732 0.37462 -0.14603 -0.07
N -2.66652 -1.53286 0.10063 -0.56
H 3.17219 1.96728 0.18291 0.33
H 2.79065 0.36620 0.97602 0.28
H -3.50412 0.10103 0.95038 0.27
```

Output
- Total charge: +2
- Spin multiplicity: 2
- Gap between HOMO and LUMO (spin up / spin down): 13.0 / 9.4 eV
- HOMO energy (spin up / spin down): -22.8 / -23.0 eV
- Largest force on an atom: 1.7 eV/Å
- DFT total energy: -6756.827 eV

***

No. 10
# C3H8NO2

2 unconnected molecules or ions with the total composition C3H8NO2 in a non-equilibrium geometry (wB97M-V/def2-TZVPD, OMol25).

XYZ file:
```
14
Properties=species:S:1:pos:R:3:nbo_charge:R:1
O -1.39239 0.41440 0.48551 -0.57
C 0.94623 -0.08818 -1.72353 -0.34
H 1.32183 -0.51508 -2.63579 0.18
H 2.37185 0.27626 1.18688 0.19
N 1.81199 0.19760 -0.69809 -0.58
H 2.79623 0.21096 -0.88529 0.37
H 0.70156 -0.29794 0.94701 0.21
H -0.09517 0.03646 -1.48102 0.18
H 1.13735 1.51968 0.75778 0.20
H -2.46508 -0.04975 2.13873 0.12
O -3.02152 -1.10900 0.49170 -0.71
C 1.41254 0.47630 0.71153 -0.40
C -2.20743 -0.21945 1.09009 0.65
H -3.31800 -0.85225 -0.38552 0.51
```

Output
- Spin multiplicity: 2
- Gap between HOMO and LUMO (spin up / spin down): 6.1 / 10.3 eV
- HOMO energy (spin up / spin down): -5.4 / -9.6 eV
- Largest force on an atom: 3.3 eV/Å
- DFT total energy: -8823.240 eV